No. 1
DFT (the ωB97M-V functional and the def2-TZVPD basis) results for a cluster of 6 separate species, C26H52F6N2O6 in total.

Structure (XYZ):
```
92
Properties=species:S:1:pos:R:3:forces:R:3:lowdin_charge:R:1
H 8.6415 -12.6258 9.0846 -2.49 1.97 3.15 0.02
H 10.0459 -13.0995 7.1167 0.27 -0.24 -0.27 0.11
H 12.2187 -13.4580 17.2463 0.47 0.64 0.31 0.11
O 12.2988 -14.7143 7.0524 1.14 2.13 1.67 0.12
H 12.4229 -14.7533 13.4240 0.06 0.33 -0.20 0.10
H 12.7012 -9.8397 11.9351 1.26 1.81 2.42 0.11
F 14.8640 -14.8753 8.3101 -0.22 -0.95 1.21 0.17
C 15.2795 -12.0466 12.6748 0.00 0.33 -0.64 0.02
H 16.0371 -11.3647 13.0610 -0.91 0.79 0.84 0.09
C 6.2803 -6.2378 8.6452 -0.61 0.47 0.89 -0.10
N 7.2463 -8.4507 9.1902 -0.98 0.42 2.71 -0.19
H 8.2496 -6.6700 8.9975 0.65 0.42 0.66 0.11
H 11.6336 -10.8936 15.5562 0.03 0.55 -0.11 0.13
C 7.4952 -9.2309 10.4295 0.43 1.34 -0.40 -0.20
C 7.8698 -8.8756 7.9774 -1.90 -1.01 0.17 -0.23
H 11.0675 -13.5305 13.4795 4.33 0.30 2.26 -0.02
O 13.5697 -13.0923 15.0008 -0.69 0.24 0.84 0.05
C 12.4242 -13.4620 15.2029 -0.30 -0.95 -2.36 -0.41
H 10.3171 -13.7296 13.0700 -5.03 -0.76 -2.53 0.01
C 8.1312 -13.8201 13.3322 0.56 0.41 -1.05 -0.03
H 12.6297 -10.8081 13.4952 2.95 0.33 -0.05 0.06
H 10.7468 -13.8371 16.5523 0.59 0.13 -0.70 0.09
C 11.2517 -9.5520 13.9191 -1.58 2.04 0.86 -0.06
H 11.9137 -11.4090 12.7267 -2.06 -1.05 -2.01 0.05
H 6.2731 -5.2008 8.9810 0.06 0.20 -0.16 0.07
C 14.2082 -13.7209 8.2556 -2.00 -0.71 0.37 -0.54
C 10.5082 -14.0467 8.9639 -1.37 -2.71 0.42 -0.21
H 9.6946 -12.2539 8.7074 2.82 -1.58 -3.62 0.01
H 14.9449 -12.7506 13.4367 0.66 -0.31 -0.12 0.06
C 13.2507 -10.3606 12.7192 6.76 1.09 1.79 -0.19
C 11.6323 -11.1269 11.7121 -5.24 -3.33 -2.13 -0.17
H 15.9094 -12.3860 11.8525 -0.65 -1.19 -0.11 0.08
H 10.7657 -9.7233 12.9586 -0.23 1.27 1.48 0.04
H 5.2845 -6.6248 8.8614 -0.06 -0.11 -0.38 0.08
H 7.7289 -10.4609 6.6120 -0.25 -0.09 -0.54 0.08
H 9.6449 -12.2591 13.4888 -0.76 0.29 0.01 0.09
H 7.3193 -6.8376 10.5294 -0.23 0.34 -0.21 0.11
H 6.5266 -6.2426 7.5834 -0.27 -0.14 0.05 0.07
F 6.8901 -12.1726 16.2518 -1.55 -1.84 -1.07 0.23
C 11.5914 -13.1641 16.4047 2.24 -1.70 1.01 -0.04
C 9.6460 -13.1758 8.1279 3.65 -1.17 -3.88 -0.10
H 7.9278 -14.7305 12.7684 -0.19 0.31 -0.61 0.07
H 9.4322 -11.0398 9.1540 -0.82 0.61 0.19 0.11
H 8.9563 -8.8674 7.8906 0.51 0.14 0.40 0.11
C 11.6923 -14.2271 14.0384 2.87 -0.58 2.84 0.01
H 7.6162 -12.1817 11.3484 -0.01 -0.82 -0.39 0.13
H 7.6108 -11.3523 9.1711 0.93 -0.30 3.26 0.06
O 13.6729 -11.8987 10.9266 2.01 1.07 4.27 0.01
C 12.6532 -13.9795 7.9801 -0.79 -3.23 -1.36 -0.29
C 11.0931 -12.3939 11.0929 -1.97 1.28 -0.46 -0.13
H 7.3298 -13.0856 13.2532 -0.35 -0.37 -0.07 0.06
C 7.3100 -6.9872 9.4498 0.91 -1.38 -1.36 -0.25
H 12.5623 -10.7936 11.2516 -4.05 -1.78 -2.32 0.06
H 7.0807 -10.2373 10.3706 0.39 0.39 -0.33 0.10
N 9.6531 -12.7604 11.4322 -0.64 -0.29 1.12 -0.12
H 7.7743 -11.1245 8.1754 -0.64 2.04 -3.29 -0.02
H 6.9410 -8.8684 11.2953 -0.29 0.82 -0.27 0.12
H 11.0132 -8.5559 14.2919 -0.43 -0.20 0.46 0.11
H 9.5873 -9.7004 10.0811 0.35 1.07 0.44 0.07
H 10.4493 -15.1109 8.7360 0.30 -0.06 -0.43 0.14
H 10.2192 -13.9765 10.0125 -0.28 -0.18 -0.38 0.10
F 14.7499 -13.1694 7.2099 0.39 2.18 -0.91 0.19
H 9.3336 -8.1686 11.1401 -0.06 0.62 -1.26 0.10
H 11.0597 -14.9909 14.4908 -0.40 0.13 -0.13 0.10
O 11.8422 -13.6160 8.9721 2.57 0.15 -1.45 -0.03
F 7.0584 -10.0482 15.9108 -0.11 0.14 -0.89 0.19
C 9.4475 -13.1135 12.8415 -0.48 -0.53 -0.33 -0.23
C 13.9926 -11.4978 12.0678 2.95 0.05 -2.68 -0.31
H 7.4730 -8.1189 7.3006 0.33 -0.41 -0.76 0.10
F 7.4336 -10.8800 17.8274 0.61 -0.12 -0.17 0.14
O 9.4531 -12.4794 16.4836 -2.82 1.42 0.07 0.11
C 10.8685 -10.7231 14.7988 3.32 0.43 -0.60 -0.25
H 8.6070 -10.8521 11.4415 0.33 -1.65 0.52 0.05
O 9.6578 -10.5123 15.3652 -4.14 0.35 1.90 0.08
H 9.1073 -9.6129 11.7795 0.19 0.32 -0.11 0.05
H 13.9457 -9.6469 13.1616 0.95 -0.18 0.50 0.13
C 8.9873 -9.1453 10.8022 -0.38 0.28 1.42 -0.10
H 10.8799 -11.6097 14.1648 -0.07 0.00 0.48 0.09
C 9.0220 -11.4141 16.1540 1.23 -0.26 -1.46 -0.30
C 7.5726 -11.1212 16.4879 0.35 2.44 2.19 -0.59
C 7.3463 -10.2910 7.6184 0.48 0.70 -2.90 -0.08
F 14.3205 -13.0372 9.4071 1.34 -1.69 -3.11 0.11
H 11.8214 -13.1825 11.2822 -0.65 -0.43 0.32 0.13
H 6.2664 -10.4322 7.5743 -0.11 0.51 0.17 0.10
H 11.2925 -12.1161 16.4218 0.97 -1.27 0.65 0.06
H 11.1522 -12.3083 10.0079 -0.29 0.67 0.83 0.10
H 8.0983 -14.2201 14.3457 0.74 0.60 0.35 0.07
C 8.6000 -11.6331 9.5328 -3.58 -1.31 4.11 -0.23
H 12.3154 -9.5684 13.6815 -2.33 1.85 1.82 0.02
H 8.5838 -13.3894 8.0085 0.42 -1.04 -0.42 0.13
H 10.8857 -10.3462 11.8570 0.23 -0.90 -1.56 0.06
C 8.5889 -11.8443 10.9906 0.70 0.40 1.14 -0.21
```
Forces are in eV/Å.

Summary:
charge: 0
SMILES string: CCOC(=O)C(F)(F)F.CCOC(=O)C(F)(F)F.CCN(CC)CC.CCN(CC)CC.CC(C)=O.CC(C)=O
total energy: -2181.127784 Eh
highest occupied orbital energy: -8.0 eV
orbital gap: 0.3080 hartree

No. 2
DFT (the ωB97M-V functional and the def2-TZVPD basis) results for a structure of composition C26H52N4O2Si4V.

Structure (XYZ):
```
89
Properties=species:S:1:pos:R:3:forces:R:3:lowdin_charge:R:1
H 3.3086 0.8864 -4.2407 0.00 0.00 -0.01 0.03
C 2.5996 -1.5372 0.7465 0.00 -0.05 -0.09 -0.09
Si 4.3358 1.3702 -2.0238 0.05 0.29 -0.06 0.43
H -1.7314 0.4693 -2.0807 0.00 -0.06 0.02 0.07
H 5.0666 1.0152 -4.3549 0.01 0.01 -0.01 0.04
H 5.5708 3.5275 -1.8658 0.00 0.00 0.01 0.03
C 4.1769 1.4481 -3.8902 0.01 -0.05 -0.05 -0.22
N 1.4026 -1.8507 1.2087 1.03 -0.59 0.12 0.01
N -0.9379 -2.2231 2.4815 0.60 0.30 -0.06 0.07
H 2.6616 -0.6381 0.1422 -0.07 -0.05 0.09 0.08
H -2.2353 -1.9360 -0.6588 0.01 0.01 -0.01 0.07
H 4.5191 2.9446 1.4524 -0.02 -0.01 0.02 0.02
C -3.1820 -0.4428 0.1413 0.03 -0.03 0.02 -0.40
H -4.8003 -3.6440 -2.0054 0.02 -0.01 0.00 0.09
H 0.7448 4.7391 0.9084 0.02 0.02 -0.01 0.02
O 1.5002 0.4005 -1.4206 -0.02 0.24 0.20 -0.35
V -0.2361 -0.7480 0.6724 -1.50 0.34 0.61 0.85
H -1.1424 -4.6927 3.6124 0.00 -0.01 0.00 0.12
C -3.1637 0.6465 1.1758 0.00 0.00 -0.01 0.01
H -4.0612 0.6201 1.7930 0.00 0.02 0.00 0.09
H 4.4456 -4.1996 1.7122 0.00 -0.01 0.00 0.13
H 0.2555 2.4953 -4.4835 -0.04 -0.07 0.01 0.02
H 2.8980 -5.8743 2.8049 0.00 0.00 0.02 0.12
H -2.2923 0.5340 1.8166 -0.01 -0.02 0.02 0.07
H -0.3040 0.7344 -3.0890 0.02 0.11 -0.08 0.06
H 2.0674 5.9551 -2.9022 -0.01 -0.01 0.00 0.04
N -4.2465 -0.5316 -0.6710 0.01 0.01 -0.01 -0.07
C -0.1844 -4.4836 3.1515 0.01 -0.02 0.06 0.00
H -3.0913 1.6261 0.7023 0.01 0.00 -0.01 0.10
H -3.9075 -3.3567 -0.5127 -0.01 0.01 0.01 0.07
C 0.1564 0.1779 -1.0702 0.37 -0.18 -0.19 -0.65
O -0.2524 0.9387 -0.0104 0.12 0.21 -0.19 -0.26
C -6.5181 -0.2414 0.3393 0.00 0.01 -0.02 -0.06
C 1.9007 1.2979 2.4453 0.12 -0.12 -0.06 -0.20
H 2.7853 0.6671 2.5543 -0.02 -0.01 -0.02 0.03
H 0.6558 -6.3979 3.6878 -0.01 0.00 0.01 0.11
C -0.7233 0.1135 -2.2987 -0.04 0.11 0.03 -0.02
C 5.7300 2.5093 -1.5047 0.03 0.03 0.03 -0.21
H 3.7842 4.4089 0.8086 0.00 -0.01 0.00 0.03
C -4.3103 -1.5692 -1.7023 -0.03 -0.04 0.05 -0.19
H 4.6897 -2.0016 0.5658 -0.08 -0.07 0.03 0.10
H -6.1264 -0.5754 1.3013 0.00 0.02 0.01 0.08
C 3.6001 -3.5354 1.5840 -0.08 -0.05 0.01 0.03
H -5.7895 0.5329 -1.5361 0.00 0.05 0.00 0.12
H 5.4108 -0.8081 -2.3848 0.04 -0.01 0.03 0.04
H -3.3548 -1.5942 -2.2321 -0.01 0.01 -0.04 0.11
H 0.7248 4.1553 -4.8124 0.00 0.00 0.00 0.04
C 2.0893 -5.1599 2.7238 -0.01 0.01 -0.02 -0.01
C 1.2752 -3.0106 1.9375 -0.07 0.16 -0.03 -0.15
H 4.0834 2.4765 -4.2434 0.00 0.00 0.01 0.02
H 3.9222 -1.0358 -1.4695 0.10 0.04 -0.17 0.01
H -0.7123 -1.5179 3.1821 -0.10 -0.11 0.16 0.11
C 2.3327 -3.9207 2.0840 0.11 -0.05 0.02 -0.14
H -0.3261 3.3416 1.0578 0.01 0.00 0.01 0.02
H -0.4241 4.8598 -1.0612 0.01 0.01 0.03 0.01
C 0.6108 3.7779 1.4057 -0.07 0.03 -0.02 -0.21
N -2.1491 -1.2390 0.0720 -0.41 -0.18 -0.36 0.04
H 5.3895 -0.4412 -0.6597 -0.01 0.07 -0.02 0.03
H 5.8517 2.5561 -0.4212 0.01 -0.01 -0.02 0.01
C 2.4391 5.0866 -2.3532 0.03 0.02 0.06 -0.21
H 1.7464 1.8188 3.3936 0.00 -0.02 0.03 0.04
H -0.7759 -0.9056 -2.6856 -0.01 0.01 -0.03 0.08
H 0.5284 3.9712 2.4788 -0.01 0.03 0.00 0.04
H 1.0321 0.6507 2.2882 -0.02 0.04 0.10 -0.02
C 4.7999 -0.3956 -1.5786 -0.04 -0.10 0.04 -0.21
H 3.4166 4.8262 -2.7663 0.00 0.01 -0.01 0.02
H -1.0789 3.3238 -1.6197 -0.01 0.00 -0.02 0.02
Si 2.2269 1.9425 -1.1453 -0.29 -0.41 -0.21 0.49
H 2.5906 5.3918 -1.3147 0.00 0.01 0.00 0.02
C 1.0359 3.2352 -4.3090 0.07 -0.05 0.00 -0.20
C 3.6335 3.5810 1.5059 0.03 0.02 0.05 -0.22
C -0.4652 4.1800 -1.9108 -0.06 -0.07 0.09 -0.20
Si 1.2424 3.6428 -2.4861 0.07 0.07 0.01 0.42
H -5.6117 -2.9215 -0.6166 0.00 0.00 -0.01 0.07
H -7.2838 0.5111 0.5268 -0.01 -0.01 -0.01 0.08
H 6.6701 2.1498 -1.9314 0.01 0.02 -0.01 0.04
H -5.0524 -1.2453 -2.4300 0.00 0.01 0.01 0.12
H 1.9477 2.8849 -4.7884 0.01 -0.01 -0.01 0.01
H -5.0908 1.3077 -0.1406 0.01 0.00 0.00 0.11
H -0.9687 4.6969 -2.7317 0.00 0.00 0.01 0.03
C -4.6759 -2.9525 -1.1725 0.01 0.01 -0.01 -0.06
H 3.5827 4.0026 2.5130 0.02 0.02 0.00 0.04
Si 2.0614 2.6286 1.1128 0.14 0.17 -0.06 0.42
C 0.8483 -5.4454 3.2142 0.00 0.03 -0.01 -0.05
C -5.4139 0.3463 -0.5303 0.00 -0.05 0.01 -0.19
H -1.8741 -2.5568 2.6706 -0.07 0.06 -0.17 0.11
H -6.9989 -1.0909 -0.1448 0.01 -0.01 0.01 0.07
C 0.0297 -3.2786 2.5479 -0.04 -0.07 0.01 -0.23
C 3.7375 -2.3361 0.9511 0.03 -0.04 0.08 -0.01
```
Forces are in eV/Å.

Summary:
charge: +1
⟨S²⟩: 2.080
spin multiplicity: 3
total energy: -3493.356347 Eh
highest occupied orbital energy (spin up / spin down): -9.9 / -9.6 eV
ΔE to the lowest compared entry with this formula, charge and spin: 20.4 kcal/mol
orbital gap (spin up / spin down): 0.2520 / 0.2391 hartree